(1)
Molecular formula: C6H16N
Method: DFT, ωB97M-V/def2-TZVPD

Cartesian coordinates (Å):
C -1.669 0.279 -2.413
C -1.681 0.771 -0.984
C -1.279 -0.160 0.179
C -0.212 0.432 1.242
C 0.773 -0.504 1.789
C 2.123 -0.366 1.078
N 1.745 -0.415 -0.420
H -2.408 0.919 -3.008
H -0.713 0.412 -2.947
H -1.942 -0.755 -2.652
H -2.826 1.059 -0.752
H -1.165 1.706 -1.025
H -2.056 -0.683 0.909
H -0.869 -1.071 -0.170
H 0.426 1.122 0.637
H -0.869 0.975 1.916
H 0.979 -0.218 2.823
H 0.628 -1.602 1.754
H 2.916 -1.085 1.407
H 2.391 0.779 1.207
H 1.992 -1.299 -0.809
H 0.705 -0.404 -0.666
H 2.264 0.345 -1.035

## Properties
E_LUMO in Eh: -0.1328
Charge: +1
SMILES string: CCCCCC[NH3+]
Spin multiplicity: 1

---

(2)
Molecular formula: C6H16N
Method: DFT, ωB97M-V/def2-TZVPD

Cartesian coordinates (Å):
C 1.600 -0.273 2.447
C 0.458 0.611 1.855
C 0.673 0.819 0.369
C 0.583 -0.505 -0.454
C 0.117 -0.314 -1.875
C -1.425 -0.047 -2.119
N -2.098 -0.138 -0.759
H 2.378 0.386 2.833
H 2.133 -0.843 1.691
H 1.196 -0.882 3.252
H -0.505 0.111 2.001
H 0.409 1.473 2.527
H 1.695 1.214 0.277
H 0.097 1.663 -0.028
H 0.221 -1.415 0.040
H 1.644 -0.793 -0.528
H 0.371 -1.232 -2.411
H 0.612 0.468 -2.460
H -1.482 0.934 -2.582
H -1.969 -0.735 -2.761
H -2.138 -1.128 -0.520
H -3.041 0.242 -0.703
H -1.529 0.382 -0.090

## Properties
E_LUMO in Eh: -0.1297
Charge: +1
SMILES string: CCCCCC[NH3+]
Spin multiplicity: 1

---

(3)
Molecular formula: C6H16N
Method: DFT, ωB97M-V/def2-TZVPD

Cartesian coordinates (Å):
C -2.896 -0.956 -0.792
C -2.114 -1.032 0.525
C -0.939 -0.080 0.649
C 0.148 -0.276 -0.396
C 0.976 0.936 -0.781
C 1.893 1.407 0.339
N 2.947 0.360 0.549
H -3.026 -1.951 -1.201
H -3.891 -0.571 -0.590
H -2.398 -0.373 -1.565
H -1.772 -2.049 0.736
H -2.744 -0.953 1.419
H -1.254 0.972 0.631
H -0.498 -0.211 1.644
H 0.726 -1.219 -0.308
H -0.299 -0.679 -1.320
H 1.550 0.794 -1.703
H 0.284 1.745 -1.003
H 1.327 1.516 1.258
H 2.386 2.352 0.147
H 3.673 0.455 -0.162
H 3.417 0.378 1.459
H 2.503 -0.564 0.468

## Properties
E_LUMO in Eh: -0.1344
Charge: +1
SMILES string: CCCCCC[NH3+]
Spin multiplicity: 1

---

(4)
Molecular formula: C6H16N
Method: DFT, ωB97M-V/def2-TZVPD

Cartesian coordinates (Å):
C -1.810 0.640 -2.201
C -1.105 1.039 -0.900
C -1.177 -0.049 0.153
C -0.449 0.243 1.472
C 0.731 -0.683 1.773
C 1.985 -0.358 1.011
N 1.848 -0.759 -0.479
H -1.763 1.466 -2.907
H -1.366 -0.260 -2.612
H -2.857 0.440 -1.994
H -1.615 1.933 -0.511
H -0.092 1.389 -1.124
H -2.240 -0.207 0.353
H -0.836 -1.010 -0.263
H -0.113 1.276 1.578
H -1.127 0.112 2.319
H 0.961 -0.660 2.838
H 0.431 -1.726 1.603
H 2.877 -0.868 1.366
H 2.278 0.698 0.953
H 1.165 -1.516 -0.574
H 1.563 0.042 -1.038
H 2.713 -1.182 -0.818

## Properties
E_LUMO in Eh: -0.1304
Charge: +1
SMILES string: CCCCCC[NH3+]
Spin multiplicity: 1

---

(4) takes first place; second place is 0.0081 hartree up.

---

(1)
Molecular formula: C5H19NO6
Method: DFT, ωB97M-V/def2-TZVPD

Cartesian coordinates (Å):
C 2.141 0.709 -2.017
C 0.705 0.336 -1.795
C -0.078 0.354 -0.668
C -1.409 0.079 -1.070
C -1.422 -0.021 -2.436
N -0.126 0.114 -2.863
H 2.463 0.314 -2.982
H 2.244 1.795 -2.030
H 2.786 0.279 -1.254
H 0.239 0.717 0.291
H -2.276 0.098 -0.439
H -2.331 -0.075 -3.017
H 0.194 -0.033 -3.800
O 0.574 1.200 3.647
H -0.334 1.506 3.794
H 0.404 0.264 3.438
O -0.087 3.011 1.607
H 0.304 3.717 1.092
H 0.396 2.517 2.282
O -1.088 -3.055 -1.524
H -0.962 -2.323 -2.137
H -1.881 -2.884 -0.998
O 1.123 -1.959 3.350
H 1.652 -1.233 2.993
H 1.037 -2.509 2.556
O 0.998 -3.313 0.650
H 1.683 -3.592 0.033
H 0.417 -2.807 0.060
O -2.649 2.069 1.363
H -1.719 2.368 1.358
H -2.996 2.359 0.516

## Properties
E_LUMO in Eh: 0.0148
Charge: 0
SMILES string: Cc1ccc[nH]1.O.O.O.O.O.O
Spin multiplicity: 1

---

(2)
Molecular formula: C5H19NO6
Method: DFT, ωB97M-V/def2-TZVPD

Cartesian coordinates (Å):
C -2.334 2.536 0.082
C -0.834 2.229 0.217
N -0.206 1.852 -1.022
C 0.625 2.712 -1.656
O 1.181 2.535 -2.718
C -0.444 0.557 -1.609
C 0.839 -0.318 -1.393
O 0.583 -1.612 -1.851
H -2.711 3.214 0.857
H -3.065 1.741 0.009
H -2.413 3.218 -0.779
H -0.760 1.392 0.933
H -0.391 3.047 0.773
H 0.783 3.662 -1.089
H -1.316 0.045 -1.214
H -0.378 0.626 -2.693
H 1.670 0.116 -1.959
H 1.185 -0.201 -0.342
H 1.353 -2.165 -1.929
O -0.541 -2.612 0.402
H -0.366 -1.751 0.775
H -0.803 -2.533 -0.519
O 2.005 -2.474 1.326
H 2.250 -3.393 1.145
H 1.107 -2.479 0.927
O -0.970 -2.703 3.099
H -1.633 -3.124 2.563
H -0.073 -2.860 2.781
O 0.050 -0.026 3.027
H -0.260 -0.927 2.917
H 0.961 -0.069 3.312

## Properties
E_LUMO in Eh: 0.0102
Charge: 0
SMILES string: CCN(C=O)CCO.O.O.O.O
Spin multiplicity: 1

---

(1) takes first place; second place is 0.0256 hartree up.

---

(1)
Molecular formula: CH14N2O4
Method: DFT, ωB97M-V/def2-TZVPD

Cartesian coordinates (Å):
N 2.510 1.334 -0.850
C 1.637 1.452 0.364
N 0.330 2.032 0.067
H 1.891 1.277 -1.651
H 3.101 2.129 -1.002
H 2.188 2.053 1.064
H 1.789 0.331 0.683
H -0.332 1.270 0.102
H -0.045 2.672 0.731
O -1.362 0.357 1.564
H -0.827 0.471 2.387
H -1.381 -0.565 1.287
O -0.489 -2.153 0.956
H -0.188 -1.749 0.103
H -0.178 -3.040 1.182
O -2.512 -1.205 -1.098
H -2.487 -0.280 -0.778
H -2.718 -1.606 -0.259
O 0.442 -1.118 -1.198
H -0.505 -1.420 -1.364
H 1.352 -0.856 -0.977

## Properties
E_LUMO in Eh: 0.0181
Charge: 0
SMILES string: NCN.O.O.O.O
Spin multiplicity: 1

---

(2)
Molecular formula: CH14N2O4
Method: DFT, ωB97M-V/def2-TZVPD

Cartesian coordinates (Å):
N -0.232 -2.091 1.892
C -1.278 -1.087 1.921
N -1.534 -0.390 0.625
H -0.416 -2.750 1.134
H 0.639 -1.638 1.639
H -2.186 -1.592 2.254
H -0.984 -0.373 2.679
H -1.784 0.565 0.845
H -2.369 -0.793 0.219
O 1.608 2.236 -2.634
H 2.062 2.421 -1.801
H 1.823 3.001 -3.183
O -1.711 2.075 -1.358
H -1.430 1.978 -2.279
H -0.914 1.752 -0.906
O 0.811 -0.976 -1.093
H 0.632 -1.127 -2.032
H -0.099 -0.855 -0.765
O 2.165 0.078 1.118
H 2.109 -0.491 0.337
H 3.088 0.056 1.387

## Properties
E_LUMO in Eh: 0.0199
Charge: 0
SMILES string: NCN.O.O.O.O
Spin multiplicity: 1

---

(2) takes first place; second place is 0.0774 hartree up.

---

(1)
Molecular formula: C2H10N2S
Method: DFT, ωB97M-V/def2-TZVPD

Cartesian coordinates (Å):
N 1.417 1.234 -0.198
C 0.016 1.400 0.189
C -0.459 0.549 1.382
N -1.860 0.188 1.171
H 2.021 1.216 0.626
H 1.471 0.292 -0.649
H 0.393 0.124 -2.252
H -0.217 2.456 0.367
H -0.590 1.026 -0.664
H 0.200 -0.334 1.383
H -0.366 1.080 2.338
H -1.881 -0.495 0.394
H -2.238 -0.332 1.971
S 0.389 -1.551 -1.157
H 1.204 -2.186 -2.041

## Properties
E_LUMO in Eh: -0.0513
Charge: 0
Spin multiplicity: 1

---

(2)
Molecular formula: C2H10N2S
Method: DFT, ωB97M-V/def2-TZVPD

Cartesian coordinates (Å):
N -0.183 1.191 -1.768
H 0.545 1.649 -2.298
H -0.237 1.649 -0.693
H -1.074 1.205 -2.240
H 0.067 0.215 -1.470
C -0.408 -1.009 0.697
C 0.045 0.019 1.739
S -0.068 1.749 1.114
N 0.576 -1.037 -0.423
H -1.364 -0.641 0.321
H -0.526 -1.986 1.171
H 1.085 -0.193 2.004
H -0.561 -0.022 2.641
H 0.623 -1.986 -0.760
H 1.481 -0.804 -0.034

## Properties
E_LUMO in Eh: 0.0237
Charge: 0
Spin multiplicity: 1

---

(2) takes first place; second place is 0.0830 hartree up.

---

(1)
Molecular formula: C5H10NO
Method: DFT, ωB97M-V/def2-TZVPD

Cartesian coordinates (Å):
C -0.953 0.079 1.173
C 0.033 -0.077 0.107
N -0.789 0.069 -1.270
C 0.872 -1.243 0.025
C 2.167 -0.930 -0.078
O 2.470 0.422 -0.117
C 1.309 1.162 0.061
H -1.762 0.919 1.114
H -0.340 0.232 2.091
H -1.489 -0.968 1.216
H -0.290 0.405 -2.118
H -1.439 0.839 -1.056
H -1.063 -0.881 -1.631
H 0.532 -2.150 0.444
H 2.921 -1.686 -0.086
H 1.270 1.914 -0.602
H 1.235 1.511 1.078

## Properties
E_LUMO in Eh: -0.1320
Charge: +1
SMILES string: C[C@]1([NH3+])C=COC1
Spin multiplicity: 1

---

(2)
Molecular formula: C5H10NO
Method: DFT, ωB97M-V/def2-TZVPD

Cartesian coordinates (Å):
C -2.350 -1.603 0.004
C 1.436 2.146 -0.133
C 0.718 1.212 -0.772
C 1.180 0.050 -1.641
C -0.788 -1.485 2.011
N -1.522 -1.708 0.814
O -0.608 1.152 -0.814
H -0.941 2.041 -0.430
H 0.898 2.963 0.373
H 2.516 2.149 0.076
H -2.712 -1.622 -0.930
H 1.302 0.324 -2.721
H 0.478 -0.709 -1.544
H 2.164 -0.329 -1.236
H 0.183 -1.781 1.665
H -1.180 -2.207 2.775
H -0.774 -0.592 2.503

## Properties
E_LUMO in Eh: -0.2035
Charge: +1
Spin multiplicity: 1

---

(1) takes first place; second place is 0.0544 hartree up.

---

(1)
Molecular formula: C6H16O2
Method: DFT, ωB97M-V/def2-TZVPD

Cartesian coordinates (Å):
C -0.456 -0.729 -2.313
C 0.416 -1.581 -1.432
C 1.858 -1.104 -1.650
C 0.032 -1.492 0.093
C 1.000 -0.702 1.003
C 0.500 -0.515 2.389
O 1.075 0.655 2.986
H -1.506 -1.025 -2.355
H -0.025 -0.655 -3.331
H -0.396 0.341 -2.038
H 0.301 -2.627 -1.736
H 2.544 -1.672 -1.010
H 2.074 -0.040 -1.638
H 2.154 -1.340 -2.692
H -0.260 -2.474 0.457
H -0.951 -0.967 0.087
H 1.991 -1.175 0.934
H 1.215 0.259 0.531
H -0.550 -0.249 2.496
H 0.542 -1.410 3.027
H 1.990 0.597 3.306
O -4.842 6.147 0.847
H -4.782 5.276 1.247
H -3.924 6.482 0.794

## Properties
E_LUMO in Eh: 0.0322
Charge: 0
SMILES string: CC(C)CCCO.O
Spin multiplicity: 1

---

(2)
Molecular formula: C6H16O2
Method: DFT, ωB97M-V/def2-TZVPD

Cartesian coordinates (Å):
C 2.118 -1.119 -9.865
C 1.007 -0.086 -9.378
C 1.309 1.377 -9.841
O 0.887 -0.117 -7.968
H 2.089 -1.996 -9.196
H 3.090 -0.614 -9.741
H 2.033 -1.469 -10.907
H 0.030 -0.411 -9.790
H 1.570 1.368 -10.912
H 2.100 1.915 -9.291
H 0.359 1.923 -9.714
H 0.165 0.478 -7.675
C 5.846 -2.828 -5.185
C 4.806 -1.984 -5.946
C 5.279 -0.601 -6.267
O 3.496 -1.917 -5.360
H 6.037 -2.424 -4.176
H 6.797 -2.845 -5.743
H 5.479 -3.864 -5.085
H 4.755 -2.501 -6.925
H 6.218 -0.695 -6.838
H 5.491 -0.065 -5.327
H 4.565 -0.003 -6.859
H 2.820 -1.742 -6.048

## Properties
E_LUMO in Eh: 0.0288
Charge: 0
SMILES string: CC(C)O.CC(C)O
Spin multiplicity: 1

---

(3)
Molecular formula: C6H16O2
Method: DFT, ωB97M-V/def2-TZVPD

Cartesian coordinates (Å):
C -0.301 2.368 -1.630
C -0.699 0.939 -1.276
C 0.190 0.335 -0.187
C -0.145 0.755 1.241
C 0.907 0.225 2.227
C 0.598 -1.124 2.889
O 1.844 -1.684 3.365
H -0.703 2.706 -2.555
H -0.594 3.101 -0.875
H 0.778 2.427 -1.782
H -0.513 0.373 -2.186
H -1.755 0.826 -1.030
H 0.212 -0.751 -0.299
H 1.221 0.657 -0.383
H -0.145 1.831 1.357
H -1.090 0.279 1.518
H 1.933 0.179 1.867
H 0.951 0.892 3.100
H 0.300 -1.833 2.131
H -0.158 -1.135 3.672
H 1.867 -1.699 4.327
O -1.974 -1.668 -5.512
H -1.389 -1.343 -6.195
H -2.625 -0.957 -5.449

## Properties
E_LUMO in Eh: 0.0301
Charge: 0
SMILES string: CCCCCCO.O
Spin multiplicity: 1

---

(3) takes first place; second place is 0.0024 hartree up.

---

(1)
Molecular formula: C6H16O2
Method: DFT, ωB97M-V/def2-TZVPD

Cartesian coordinates (Å):
C 2.384 2.111 0.696
C 1.150 1.870 -0.088
C 0.193 0.961 -0.033
C -0.146 0.135 1.213
C -0.614 0.701 -1.304
C -1.306 1.988 -1.692
H 3.181 2.542 -0.045
H 2.953 1.415 1.200
H 2.240 2.965 1.345
H 1.066 2.577 -0.933
H 0.854 0.130 1.857
H -0.948 0.511 1.849
H -0.793 -0.739 0.910
H 0.174 0.408 -1.988
H -1.432 -0.106 -1.217
H -2.294 1.887 -1.273
H -0.778 2.953 -1.469
H -1.692 2.181 -2.784
O 2.195 -3.825 1.800
H 1.867 -3.948 0.914
H 1.787 -3.043 2.248
O -3.317 -2.615 -0.703
H -3.128 -1.767 -1.008
H -4.052 -3.049 -1.135

## Properties
E_LUMO in Eh: 0.0224
Charge: 0
SMILES string: C/C=C(\C)CC.O.O
Spin multiplicity: 1

---

(2)
Molecular formula: C6H16O2
Method: DFT, ωB97M-V/def2-TZVPD

Cartesian coordinates (Å):
C 0.415 -1.325 1.845
C 0.411 -0.466 0.479
C 1.869 -0.132 0.104
C -0.440 -1.256 -0.642
C -0.512 -0.469 -1.908
C -0.853 1.043 -1.563
O -1.854 1.043 -0.548
H 0.734 -0.708 2.760
H 1.073 -2.170 1.743
H -0.659 -1.753 1.993
H -0.205 0.461 0.752
H 2.321 -0.904 -0.714
H 2.685 -0.148 0.840
H 2.002 0.775 -0.442
H -1.390 -1.480 -0.062
H 0.139 -2.170 -0.620
H 0.445 -0.377 -2.510
H -1.234 -1.003 -2.485
H 0.090 1.602 -1.237
H -1.109 1.636 -2.455
H -2.638 0.923 -0.845
O -0.315 2.002 2.063
H -1.160 2.090 1.570
H 0.185 2.787 1.882

## Properties
E_LUMO in Eh: 0.0250
Charge: 0
SMILES string: CC(C)CCCO.O
Spin multiplicity: 1

---

(2) takes first place; second place is 0.0220 hartree up.

---

(1)
Molecular formula: C5H14O2
Method: DFT, ωB97M-V/def2-TZVPD

Cartesian coordinates (Å):
C 2.101 0.461 0.548
O 2.166 -0.683 1.013
H 2.180 1.338 1.203
H 2.293 0.646 -0.520
C -0.997 0.851 1.654
C -0.403 1.107 0.274
C -1.466 1.023 -0.829
H -1.854 1.499 1.850
H -1.312 -0.190 1.717
H -0.260 1.031 2.437
H 0.025 2.109 0.243
H 0.168 0.051 0.003
H -2.292 1.701 -0.630
H -1.041 1.290 -1.800
H -1.827 -0.005 -0.898
C 0.326 -2.158 -1.390
O 0.084 -1.644 -0.095
H -0.627 -2.195 -1.919
H 1.017 -1.515 -1.951
H 0.739 -3.170 -1.334
H 0.980 -1.547 0.423

## Properties
E_LUMO in Eh: 0.0180
Charge: 0
SMILES string: C=O.CCC.CO
Spin multiplicity: 1

---

(2)
Molecular formula: C5H14O2
Method: DFT, ωB97M-V/def2-TZVPD

Cartesian coordinates (Å):
C -1.616 1.816 0.726
C -1.042 0.472 1.039
C 0.282 0.254 1.047
C 0.981 -1.065 1.006
C 0.119 -2.337 1.128
H -1.148 2.757 1.015
H -2.652 1.915 1.081
H -1.783 1.892 -0.354
H -1.670 -0.361 1.332
H 0.855 1.180 1.029
H 1.438 -1.087 0.006
H 1.788 -1.065 1.736
H -0.864 -2.189 0.680
H -0.098 -2.450 2.191
H 0.659 -3.162 0.681
O 1.722 1.088 -1.639
H 2.123 1.438 -0.828
H 0.911 0.654 -1.388
O -0.393 0.217 -3.483
H 0.450 0.713 -3.399
H -0.063 -0.682 -3.606

## Properties
E_LUMO in Eh: 0.0292
Charge: 0
SMILES string: C/C=C/CC.O.O
Spin multiplicity: 1

---

(3)
Molecular formula: C5H14O2
Method: DFT, ωB97M-V/def2-TZVPD

Cartesian coordinates (Å):
C -0.034 -2.049 -1.700
C -0.228 -1.090 -0.378
C 0.845 -0.555 0.306
C 0.699 0.299 1.491
C -0.271 -0.422 2.456
H 1.034 -2.092 -1.865
H -0.495 -1.643 -2.537
H -0.478 -3.034 -1.535
H -1.321 -0.779 -0.215
H 1.760 -1.188 0.064
H 1.677 0.511 1.934
H 0.349 1.280 1.167
H -0.275 -0.070 3.531
H -0.171 -1.570 2.555
H -1.216 -0.317 2.108
O -2.307 2.602 -1.000
H -2.012 2.688 -0.053
H -1.593 2.362 -1.618
O 0.925 1.762 -1.561
H 1.391 0.922 -1.601
H 1.721 2.383 -1.552

## Properties
E_LUMO in Eh: 0.0235
Charge: 0
SMILES string: C/C=C/CC.O.O
Spin multiplicity: 1

---

(4)
Molecular formula: C5H14O2
Method: DFT, ωB97M-V/def2-TZVPD

Cartesian coordinates (Å):
C -0.482 -0.703 -2.316
C -0.249 0.668 -1.723
C -1.509 1.241 -1.101
O 0.186 1.497 -2.811
H 0.444 -1.139 -2.686
H -1.141 -0.616 -3.184
H -0.925 -1.388 -1.594
H 0.563 0.627 -0.991
H -1.974 0.546 -0.399
H -2.230 1.452 -1.891
H -1.306 2.168 -0.565
H 0.346 2.383 -2.467
C 0.771 -0.579 3.405
C 0.735 -0.968 1.942
O 1.735 -0.234 1.247
H 0.699 0.504 3.504
H -0.043 -1.067 3.938
H 1.717 -0.879 3.854
H -0.251 -0.733 1.531
H 0.884 -2.046 1.830
H 2.029 -0.735 0.478

## Properties
E_LUMO in Eh: 0.0299
Charge: 0
SMILES string: CC(C)O.CCO
Spin multiplicity: 1

---

(4) takes first place; second place is 0.0196 hartree up.